No. 1
Computed, not measured: a molecular structure, C25H63N5NaO9P, with wB97M-V/def2-TZVPD.

Computed properties:
spin multiplicity	1
HOMO energy	0.136	eV
frontier orbital gap	0.1287	Eh
charge	-2

Each line ends with the Mulliken charge.
Cartesian coordinates (Å):
Na (0.445, -0.278, 0.873)  0.58
P (1.229, 1.521, 2.877)  0.13
O (0.139, 1.802, 3.933)  -0.90
O (1.520, -0.035, 2.848)  -0.79
O (2.522, 2.312, 3.121)  -0.89
O (0.684, 1.890, 1.412)  -0.65
C (-3.783, 2.835, 0.488)  -1.69
C (-3.136, 1.527, 0.025)  0.49
C (-2.671, 1.632, -1.410)  1.34
O (-3.783, 1.814, -2.267)  -0.46
C (-3.389, 2.247, -3.547)  -0.60
N (-1.978, 1.120, 0.813)  0.24
H (-3.747, 2.927, 1.575)  0.46
H (-4.827, 2.880, 0.169)  0.39
H (-3.237, 3.695, 0.092)  0.25
H (-3.896, 0.732, 0.043)  0.21
H (-2.119, 0.727, -1.691)  -0.18
H (-1.981, 2.484, -1.496)  -1.16
H (-4.292, 2.453, -4.119)  0.29
H (-2.786, 1.482, -4.062)  0.22
H (-2.764, 3.148, -3.493)  0.25
H (-2.198, 1.172, 1.807)  0.31
H (-1.190, 1.785, 0.741)  -0.27
C (-2.011, -4.169, 1.796)  -1.54
C (-2.438, -2.782, 1.333)  0.41
C (-3.707, -2.321, 2.046)  -0.73
O (-4.791, -3.231, 2.019)  -0.46
C (-5.377, -3.358, 0.752)  -0.62
N (-1.355, -1.817, 1.546)  0.58
H (-1.094, -4.501, 1.303)  0.32
H (-2.796, -4.909, 1.599)  0.40
H (-1.840, -4.200, 2.876)  0.29
H (-2.684, -2.846, 0.264)  0.30
H (-4.020, -1.392, 1.536)  0.20
H (-3.475, -2.074, 3.082)  0.49
H (-6.141, -4.132, 0.796)  0.28
H (-4.654, -3.660, -0.016)  0.19
H (-5.828, -2.409, 0.426)  0.28
H (-1.801, -0.902, 1.638)  -0.18
H (-1.034, -1.936, 2.528)  -0.04
C (0.197, -0.338, -2.909)  -1.22
C (0.027, -1.675, -2.189)  1.23
C (0.167, -2.815, -3.201)  -1.00
O (0.037, -4.104, -2.656)  -0.39
C (-1.230, -4.350, -2.104)  -0.49
N (0.981, -1.788, -1.078)  -0.26
H (1.143, -0.340, -3.461)  0.49
H (0.224, 0.487, -2.199)  -0.30
H (-0.615, -0.196, -3.626)  0.38
H (-0.985, -1.721, -1.772)  -0.26
H (1.152, -2.739, -3.670)  0.36
H (-0.571, -2.661, -4.009)  0.39
H (-1.328, -5.426, -1.949)  0.33
H (-2.033, -4.054, -2.794)  0.31
H (-1.357, -3.869, -1.129)  0.03
H (1.906, -1.921, -1.497)  0.25
H (0.869, -2.715, -0.661)  0.20
C (0.166, -3.536, 5.863)  -1.55
C (0.899, -2.696, 4.799)  0.50
C (1.509, -3.511, 3.688)  -0.39
O (2.686, -4.156, 4.156)  -0.42
C (3.512, -4.579, 3.106)  -0.72
N (-0.017, -1.745, 4.199)  -0.34
H (0.714, -4.418, 6.193)  0.37
H (-0.837, -3.797, 5.514)  0.26
H (-0.002, -2.873, 6.720)  0.35
H (1.731, -2.190, 5.305)  0.41
H (1.786, -2.790, 2.899)  0.39
H (0.831, -4.244, 3.223)  0.08
H (4.151, -3.758, 2.749)  0.26
H (2.921, -4.950, 2.260)  0.28
H (4.176, -5.349, 3.504)  0.26
H (-0.331, -1.084, 4.910)  0.29
H (0.573, -1.079, 3.618)  -0.08
C (3.728, 1.663, -2.362)  -1.60
C (3.493, 2.778, -1.338)  1.61
C (4.365, 3.965, -1.707)  -1.34
C (3.788, 4.816, -2.825)  -0.66
C (2.404, 5.312, -2.425)  -1.23
C (1.461, 4.155, -2.132)  1.61
N (2.106, 3.216, -1.231)  -0.01
O (1.261, 2.117, -1.007)  1.21
C (0.230, 4.684, -1.410)  -1.57
C (0.988, 3.491, -3.448)  -1.34
C (3.912, 2.301, 0.055)  -1.80
H (4.739, 1.265, -2.246)  0.56
H (3.559, 1.961, -3.400)  0.29
H (3.037, 0.840, -2.158)  -0.13
H (4.581, 4.623, -0.862)  0.38
H (5.344, 3.601, -2.046)  0.43
H (3.770, 4.294, -3.786)  0.31
H (4.475, 5.656, -2.997)  0.41
H (2.014, 5.866, -3.295)  0.42
H (2.458, 6.064, -1.636)  0.36
H (0.485, 5.044, -0.415)  0.45
H (-0.244, 5.489, -1.991)  0.42
H (-0.535, 3.915, -1.302)  -0.42
H (0.567, 4.260, -4.111)  0.46
H (1.794, 2.994, -3.986)  0.32
H (0.193, 2.773, -3.249)  -0.18
H (3.999, 3.141, 0.739)  0.51
H (4.906, 1.828, 0.016)  0.37
H (3.232, 1.563, 0.477)  0.17
H (1.128, 2.070, 0.021)  0.20

---

No. 2
Computed, not measured: 7 unconnected molecules or ions with the total composition C25H63NO9P, with wB97M-V/def2-TZVPD.

Computed properties:
⟨S²⟩	0.754
spin multiplicity	2
HOMO energy (alpha / beta)	-8.616 / -9.774	eV
frontier orbital gap (alpha / beta)	0.3358 / 0.3610	Eh

Each line ends with the Löwdin spin population.
Cartesian coordinates (Å):
C (4.269, 3.554, 0.676)  0.00
C (2.889, 3.742, 1.273)  0.00
O (2.207, 4.900, 0.811)  0.00
C (1.804, 4.870, -0.546)  0.00
C (0.295, 4.773, -0.730)  0.00
C (-0.428, 3.418, -0.463)  0.00
P (0.489, 1.960, -1.130)  0.00
O (-0.360, 0.980, -1.851)  0.00
C (-1.776, 3.465, -1.234)  0.00
C (-3.012, 2.771, -0.636)  0.03
C (-4.216, 3.686, -0.849)  0.02
C (-3.341, 1.467, -1.412)  0.01
N (-2.847, 2.388, 0.784)  0.39
O (-3.941, 2.019, 1.342)  0.50
C (-1.987, 3.252, 1.618)  0.03
C (-1.928, 2.621, 3.016)  0.00
C (-2.528, 4.669, 1.779)  0.02
C (-0.564, 3.228, 1.073)  0.00
H (4.759, 2.738, 1.197)  0.00
H (4.187, 3.222, -0.355)  0.00
H (4.842, 4.469, 0.721)  0.00
H (2.272, 2.852, 1.149)  0.00
H (3.003, 3.881, 2.344)  0.00
H (2.106, 5.819, -0.984)  0.00
H (2.332, 4.118, -1.120)  0.00
H (-0.132, 5.470, -0.014)  0.00
H (0.021, 5.159, -1.705)  0.00
H (1.079, 1.299, -0.034)  0.00
H (1.557, 2.342, -1.972)  0.00
H (-1.588, 3.100, -2.234)  0.00
H (-2.016, 4.517, -1.349)  0.00
H (-4.058, 4.686, -0.461)  0.00
H (-5.120, 3.238, -0.462)  0.00
H (-4.334, 3.779, -1.925)  0.00
H (-2.727, 0.659, -1.038)  0.00
H (-3.112, 1.621, -2.455)  0.00
H (-4.388, 1.223, -1.282)  0.00
H (-2.800, 2.921, 3.584)  0.00
H (-1.051, 2.980, 3.544)  0.00
H (-1.928, 1.542, 2.945)  0.00
H (-2.043, 5.148, 2.619)  0.00
H (-2.392, 5.254, 0.875)  0.00
H (-3.597, 4.611, 1.953)  0.00
H (-0.027, 4.016, 1.583)  0.00
H (-0.105, 2.303, 1.406)  0.00
C (-5.942, -0.327, 3.512)  0.00
C (-5.588, -1.428, 2.532)  0.00
O (-5.689, -0.967, 1.192)  0.00
H (-6.956, 0.034, 3.327)  0.00
H (-5.876, -0.675, 4.545)  0.00
H (-5.269, 0.524, 3.385)  0.00
H (-6.272, -2.271, 2.632)  0.00
H (-4.571, -1.792, 2.717)  0.00
H (-5.074, -0.228, 1.102)  0.00
C (-8.972, -2.088, 5.004)  0.00
C (-9.796, -1.658, 3.803)  0.00
O (-10.761, -0.668, 4.150)  0.00
H (-9.620, -2.479, 5.789)  0.00
H (-8.251, -2.859, 4.727)  0.00
H (-8.427, -1.239, 5.421)  0.00
H (-10.352, -2.502, 3.399)  0.00
H (-9.145, -1.271, 3.011)  0.00
H (-10.287, 0.096, 4.496)  0.00
C (3.555, -1.097, 1.180)  0.00
C (3.844, -0.360, -0.113)  0.00
O (5.178, 0.159, -0.132)  0.00
H (3.702, -0.436, 2.036)  0.00
H (2.531, -1.471, 1.195)  0.00
H (4.232, -1.945, 1.298)  0.00
H (3.179, 0.495, -0.219)  0.00
H (3.697, -1.017, -0.974)  0.00
H (5.777, -0.593, -0.046)  0.00
C (7.740, -1.361, -2.753)  0.00
C (7.511, 0.048, -3.267)  0.00
O (6.171, 0.460, -3.034)  0.00
H (7.040, -2.050, -3.227)  0.00
H (8.758, -1.700, -2.954)  0.00
H (7.566, -1.408, -1.675)  0.00
H (7.669, 0.102, -4.343)  0.00
H (8.208, 0.744, -2.785)  0.00
H (5.997, 0.385, -2.086)  0.00
C (3.657, -4.774, -3.584)  0.00
C (4.121, -3.538, -2.838)  0.00
O (4.721, -3.876, -1.585)  0.00
H (2.941, -5.333, -2.981)  0.00
H (3.186, -4.506, -4.532)  0.00
H (4.495, -5.442, -3.792)  0.00
H (3.280, -2.883, -2.616)  0.00
H (4.840, -2.972, -3.440)  0.00
H (5.473, -4.451, -1.768)  0.00
C (2.773, -9.251, -2.087)  0.00
C (2.937, -8.594, -3.444)  0.00
O (4.267, -8.121, -3.647)  0.00
H (3.030, -8.550, -1.292)  0.00
H (1.747, -9.590, -1.936)  0.00
H (3.437, -10.114, -1.992)  0.00
H (2.287, -7.725, -3.528)  0.00
H (2.673, -9.294, -4.244)  0.00
H (4.861, -8.878, -3.592)  0.00

---

No. 3
Computed, not measured: 6 unconnected molecules or ions with the total composition C25H65ClO6P2, with wB97M-V/def2-TZVPD.

Computed properties:
spin multiplicity	1
HOMO energy	-6.821	eV
frontier orbital gap	0.2725	Eh
structure (SMILES)	CCOC[PH2](C[C@H](C)Cl)P(CC)CC.CC(C)O.CC(C)O.CC(C)O.CC(C)O.CC(C)O

Each line ends with the Mulliken charge.
Cartesian coordinates (Å):
C (-3.103, -1.239, -2.184)  -1.14
C (-2.526, 0.013, -2.941)  0.01
O (-1.493, 0.536, -2.103)  -0.21
C (-0.970, 1.776, -2.590)  -0.96
P (0.908, 1.754, -2.144)  0.23
C (1.289, 0.670, -3.636)  -0.97
C (1.591, 1.466, -4.967)  0.25
C (0.730, 0.808, -6.118)  -1.21
Cl (3.338, 1.105, -5.427)  -0.21
P (3.014, 1.767, -1.459)  -0.02
C (3.456, 0.160, -0.591)  -0.23
C (3.841, -1.017, -1.560)  -0.97
C (3.008, 3.043, -0.046)  -0.52
C (4.374, 3.788, 0.103)  -0.77
H (-3.982, -1.635, -2.728)  0.32
H (-3.362, -0.905, -1.152)  0.28
H (-2.312, -2.013, -2.057)  0.27
H (-3.289, 0.813, -3.082)  0.33
H (-2.116, -0.271, -3.942)  0.12
H (-1.433, 2.588, -1.961)  0.44
H (-1.146, 1.956, -3.679)  0.37
H (0.986, 3.192, -2.301)  -0.04
H (0.514, 1.283, -0.832)  -0.07
H (0.366, 0.065, -3.829)  0.30
H (2.107, -0.063, -3.489)  0.47
H (1.396, 2.554, -4.899)  0.41
H (0.783, 1.392, -7.063)  0.36
H (-0.317, 0.665, -5.758)  0.27
H (1.158, -0.197, -6.354)  0.35
H (4.366, 0.380, 0.023)  0.39
H (2.600, -0.141, 0.085)  0.02
H (2.938, -1.680, -1.637)  0.25
H (4.071, -0.685, -2.598)  0.36
H (4.639, -1.680, -1.149)  0.21
H (2.164, 3.744, -0.241)  0.45
H (2.788, 2.444, 0.877)  0.22
H (4.205, 4.619, 0.854)  0.12
H (5.179, 3.159, 0.548)  0.27
H (4.706, 4.304, -0.826)  0.33
C (-7.615, -0.507, -0.857)  -1.15
C (-7.254, -1.641, -1.804)  0.50
C (-8.424, -2.595, -1.995)  -1.46
O (-6.133, -2.357, -1.286)  -0.53
H (-7.876, -0.894, 0.132)  0.27
H (-6.764, 0.164, -0.722)  0.30
H (-8.459, 0.072, -1.237)  0.35
H (-6.953, -1.231, -2.770)  0.32
H (-8.712, -3.052, -1.044)  0.34
H (-8.148, -3.408, -2.669)  0.37
H (-9.292, -2.078, -2.409)  0.37
H (-6.385, -2.724, -0.433)  0.33
C (5.887, 6.021, 4.569)  -1.27
C (5.315, 6.974, 3.531)  0.32
C (4.310, 7.930, 4.153)  -1.24
O (4.685, 6.227, 2.491)  -0.50
H (5.095, 5.409, 5.011)  0.33
H (6.600, 5.335, 4.108)  0.32
H (6.394, 6.565, 5.369)  0.39
H (6.125, 7.543, 3.070)  0.25
H (3.466, 7.381, 4.582)  0.33
H (3.900, 8.602, 3.396)  0.32
H (4.769, 8.531, 4.941)  0.38
H (3.967, 5.720, 2.885)  0.32
C (2.288, -3.828, 1.305)  -0.91
C (2.133, -2.852, 2.461)  0.34
C (1.086, -3.334, 3.454)  -1.34
O (1.760, -1.569, 1.958)  -0.50
H (1.348, -3.929, 0.754)  0.31
H (3.035, -3.466, 0.595)  0.10
H (2.592, -4.813, 1.656)  0.31
H (3.092, -2.730, 2.969)  0.25
H (0.107, -3.419, 2.974)  0.35
H (0.978, -2.620, 4.273)  0.33
H (1.355, -4.307, 3.871)  0.37
H (0.914, -1.662, 1.507)  0.31
C (6.053, -6.196, -0.365)  -1.23
C (5.170, -6.841, 0.692)  0.47
C (5.276, -8.357, 0.652)  -1.34
O (3.813, -6.450, 0.484)  -0.48
H (5.750, -6.511, -1.368)  0.33
H (5.960, -5.109, -0.331)  0.26
H (7.102, -6.461, -0.219)  0.38
H (5.458, -6.479, 1.681)  0.26
H (4.948, -8.744, -0.317)  0.35
H (4.631, -8.807, 1.409)  0.33
H (6.302, -8.687, 0.828)  0.37
H (3.545, -6.763, -0.386)  0.30
C (-8.057, 2.301, 1.347)  -1.06
C (-8.692, 1.863, 2.658)  0.33
C (-7.826, 2.245, 3.848)  -1.26
O (-8.890, 0.450, 2.645)  -0.55
H (-7.088, 1.815, 1.204)  0.25
H (-8.685, 2.012, 0.502)  0.22
H (-7.911, 3.382, 1.320)  0.43
H (-9.677, 2.323, 2.759)  0.30
H (-6.848, 1.757, 3.788)  0.32
H (-8.289, 1.917, 4.780)  0.32
H (-7.673, 3.325, 3.895)  0.37
H (-8.027, 0.033, 2.557)  0.34

---

No. 4
Computed, not measured: 8 unconnected molecules or ions with the total composition C25H66BF2N3O15PS2, with wB97M-V/def2-TZVPD.

Computed properties:
spin multiplicity	1
HOMO energy	-11.436	eV
frontier orbital gap	0.2824	Eh
charge	+1

Each line ends with the Mulliken charge.
Cartesian coordinates (Å):
C (-1.215, 1.402, 0.600)  -0.83
C (-1.248, -0.189, 0.848)  0.04
B (-1.611, -0.880, -0.534)  0.33
O (-2.682, -0.393, -1.309)  -0.57
N (-0.864, -2.041, -1.168)  0.60
C (-1.352, -3.414, -0.891)  -0.58
C (-0.262, -4.401, -0.338)  -0.09
O (-0.044, -5.396, -1.364)  -0.60
C (0.118, -1.767, -1.946)  -1.53
N (0.880, -2.706, -2.720)  0.11
C (2.235, -2.129, -2.752)  -0.17
F (2.905, -2.901, -1.808)  -0.30
C (2.126, -0.559, -2.440)  0.23
C (2.634, -0.109, -0.989)  -1.45
C (4.133, -0.452, -0.671)  -0.91
C (4.249, -1.213, 0.712)  -1.01
S (3.865, -0.164, 2.162)  1.19
O (2.813, -0.837, 2.984)  -0.65
O (5.091, -0.071, 3.007)  -0.62
O (3.375, 1.353, 1.732)  -0.41
S (3.061, 0.570, -3.535)  1.89
O (4.435, 0.031, -3.723)  -0.68
O (3.178, 1.942, -2.973)  -0.59
F (2.424, 0.709, -5.024)  -0.23
N (0.663, -0.459, -2.265)  0.68
P (-0.439, 0.028, -3.568)  0.21
C (-0.207, 1.906, -3.733)  -0.99
O (-0.022, -0.722, -5.064)  -0.54
H (-2.046, 1.915, 1.142)  0.36
H (-0.246, 1.837, 0.927)  0.20
H (-1.362, 1.642, -0.486)  0.10
H (-0.276, -0.501, 1.289)  0.09
H (-2.055, -0.336, 1.640)  0.20
H (-3.210, 0.223, -0.785)  0.33
H (-2.150, -3.321, -0.109)  0.40
H (-1.882, -3.799, -1.797)  0.36
H (-0.610, -4.984, 0.546)  0.38
H (0.733, -3.924, -0.168)  0.10
H (0.723, -5.147, -1.889)  0.32
H (0.501, -2.971, -3.629)  0.37
H (2.775, -2.334, -3.706)  0.47
H (2.008, -0.720, -0.281)  0.24
H (2.356, 0.950, -0.780)  0.60
H (4.632, -1.105, -1.423)  0.57
H (4.682, 0.514, -0.534)  0.45
H (5.323, -1.503, 0.801)  0.45
H (3.673, -2.167, 0.689)  0.47
H (3.045, 1.728, 2.569)  0.36
H (-1.175, 2.356, -3.421)  0.44
H (0.130, 2.208, -4.762)  0.23
H (0.565, 2.193, -2.980)  0.48
H (0.858, -1.117, -5.024)  0.35
C (-3.304, -1.805, 5.148)  -1.13
C (-2.761, -2.436, 3.881)  -0.19
O (-1.880, -1.531, 3.209)  -0.36
H (-3.838, -0.883, 4.917)  0.21
H (-3.983, -2.484, 5.663)  0.33
H (-2.489, -1.541, 5.828)  0.48
H (-3.575, -2.677, 3.196)  0.22
H (-2.215, -3.357, 4.108)  0.25
H (-1.157, -1.330, 3.814)  0.19
C (-7.928, -1.910, 3.755)  -1.02
C (-6.657, -2.350, 4.454)  0.09
O (-6.329, -1.454, 5.512)  -0.50
H (-7.810, -0.902, 3.353)  0.12
H (-8.181, -2.588, 2.937)  0.34
H (-8.765, -1.880, 4.457)  0.35
H (-5.821, -2.357, 3.753)  0.02
H (-6.768, -3.358, 4.868)  0.30
H (-7.064, -1.460, 6.133)  0.27
C (-3.337, 4.497, -6.773)  -1.11
C (-3.060, 3.071, -6.340)  -0.16
O (-3.081, 2.965, -4.916)  -0.43
H (-2.596, 5.177, -6.348)  0.27
H (-3.314, 4.587, -7.861)  0.34
H (-4.316, 4.827, -6.415)  0.35
H (-2.074, 2.754, -6.681)  0.24
H (-3.806, 2.387, -6.756)  0.29
H (-3.955, 3.236, -4.617)  0.25
C (6.152, 1.536, 6.177)  -0.78
C (5.059, 1.952, 7.142)  -0.24
O (4.005, 2.616, 6.449)  -0.51
H (6.555, 2.407, 5.657)  0.26
H (6.966, 1.032, 6.702)  0.33
H (5.757, 0.862, 5.413)  0.15
H (5.450, 2.641, 7.891)  0.29
H (4.645, 1.080, 7.660)  0.24
H (3.658, 1.999, 5.799)  0.27
C (-8.026, 2.602, 3.484)  -0.93
C (-6.556, 2.714, 3.126)  -0.20
O (-6.339, 2.343, 1.765)  -0.51
H (-8.380, 1.581, 3.326)  0.17
H (-8.196, 2.877, 4.527)  0.31
H (-8.631, 3.253, 2.847)  0.37
H (-5.960, 2.047, 3.750)  0.21
H (-6.198, 3.738, 3.274)  0.31
H (-6.858, 2.938, 1.216)  0.28
C (2.070, 5.774, -5.552)  -1.25
C (1.700, 4.493, -4.831)  0.14
O (1.575, 3.417, -5.759)  -0.53
H (1.313, 6.025, -6.299)  0.31
H (2.161, 6.606, -4.851)  0.36
H (3.018, 5.659, -6.084)  0.35
H (0.743, 4.605, -4.319)  0.31
H (2.460, 4.231, -4.088)  0.08
H (2.424, 3.317, -6.199)  0.29
C (7.936, -4.739, -0.531)  -1.13
C (6.833, -4.325, 0.424)  -0.25
O (5.792, -3.640, -0.278)  -0.33
H (8.352, -3.866, -1.036)  0.29
H (8.738, -5.255, -0.001)  0.37
H (7.545, -5.403, -1.307)  0.34
H (7.222, -3.647, 1.184)  0.29
H (6.406, -5.198, 0.926)  0.29
H (5.443, -4.243, -0.941)  0.19

---

Which value of spin multiplicity does entry 4 give? 1